(1)
Here is 19 unconnected molecules or ions with the total composition H37O19 in a non-equilibrium geometry from the OMol25 dataset. Energies are from ωB97M-V with the def2-TZVPD basis set.

Structure (XYZ):
```
56
Properties=species:S:1:pos:R:3
H -1.4282 1.7575 -2.5202
O 0.5358 -0.2736 0.0239
O -1.4813 3.4408 0.1098
H -2.3861 3.4162 1.6417
H 2.2652 -2.5877 1.5326
H 4.5349 -0.6465 -1.4742
O -4.3638 1.1187 -0.3881
O -2.0461 1.6236 -1.7958
H 0.1649 -2.2544 -2.6028
H 1.6433 3.9545 -1.0097
O -0.0996 0.4358 2.5076
O 2.7291 2.4880 2.2862
O 3.8452 -0.2397 2.1440
H 1.8983 -3.7090 -1.8923
H 0.7944 -1.2039 0.0091
H 0.0552 -3.0073 1.8243
H -0.6512 1.2379 2.5368
O 2.0288 0.9204 -1.5931
O 3.7530 -0.9872 -1.9110
O -1.6603 -1.0468 4.0528
H 2.2902 2.6505 1.4103
H -1.0101 -2.8907 0.7314
O 1.5381 -2.8484 -1.6655
O -0.8574 -2.6350 1.6558
H -2.2083 -0.7195 0.7181
O -0.0677 0.4470 -3.7569
H 2.9883 -0.3782 -1.7230
H -0.5310 3.5252 0.1607
H -2.0232 0.7028 -1.4652
H -1.9344 -1.8542 -0.7089
H 3.0608 -0.4916 2.6317
H -4.5018 0.3309 -0.9104
O 1.6471 -3.3370 1.4510
H 0.1293 0.5329 1.5407
H 0.1569 0.2936 -4.6732
H 1.4878 0.7552 -2.3766
H -0.3810 -0.4433 -3.4221
H 1.4348 -3.3515 0.5102
H 1.8767 2.1283 2.5858
H -0.5498 -0.2650 -0.1456
H 1.9494 2.4662 -0.8082
H -1.7190 2.7991 -0.5816
O 1.7416 3.2867 -0.3325
H -3.4062 1.2350 -0.3307
H 1.4511 0.6338 -0.7992
O -3.2292 3.2797 2.1172
O -1.8692 -2.8724 -0.9920
H -0.8105 -0.6136 4.0495
H -2.7037 -3.3207 -0.8515
H -1.3441 -2.4008 -2.6333
O -0.5911 -2.0991 -3.2187
H 2.1497 -2.1790 -1.9882
O -1.9443 -0.5008 -0.1781
H -3.4463 2.3621 2.2846
H -1.6792 -1.6573 3.3106
H 3.8957 0.7408 2.1675
```

Results
energy relative to the best compared isomer or geometry (same formula, charge and spin)	0.459	eV
LUMO energy	2.287	eV
highest occupied orbital energy	-7.35	eV
HOMO-LUMO gap	9.642	eV
net charge	-1
total energy	-39507.8225	eV


(2)
Here is 19 unconnected molecules or ions with the total composition H38O19 in a non-equilibrium geometry from the OMol25 dataset. Energies are from ωB97M-V with the def2-TZVPD basis set.

Structure (XYZ):
```
57
Properties=species:S:1:pos:R:3
H -0.2268 5.9850 0.5705
H 3.8510 2.1376 1.3633
H 1.0903 -0.9423 -1.7238
O 1.6232 -0.9382 -2.5685
H -1.7033 -4.4069 -1.2339
O -1.8376 -4.4433 -2.9395
H 1.1783 -0.7803 0.5830
H -0.6633 1.4029 -2.8163
H -2.0790 1.5074 -3.1858
O -1.4702 0.8504 -2.8235
H -1.4979 -5.2842 0.0136
H 2.3575 3.5697 3.2285
O -1.7292 -2.1323 1.0184
O -0.2191 1.8822 4.4026
H 1.3306 4.5060 2.8384
O -0.4001 -0.9921 -0.7410
H 1.7882 2.3569 -1.3080
O -1.0617 -2.5862 3.8234
H -0.5178 1.9511 5.3118
O 2.1072 -0.6803 0.8235
O 0.3100 -5.5542 -4.8304
H -2.6787 0.7848 2.2310
H -0.3454 -2.3007 -4.8661
H -0.9572 -1.5746 -0.1291
H -1.2335 -3.8073 -3.4261
H -0.3828 4.7122 -3.5794
O 3.0586 2.0169 1.9144
O -2.0757 1.4839 2.2014
H -0.9714 -0.3951 -1.3287
H 0.8427 2.3404 1.2395
H -0.5096 3.6988 -2.3800
H 2.7312 1.1574 1.6821
O 1.5046 3.9147 3.5522
O 0.9462 2.4469 -1.7459
H -0.2794 4.6432 1.2188
H 0.4174 2.2616 -0.9714
H 0.3668 -1.9834 -3.5214
H 1.3792 -0.8512 2.6626
H -0.4580 -1.8041 3.7894
H 1.7048 -0.0303 -2.7593
H 0.3604 2.6344 4.3211
H -0.1060 -5.7927 -4.0113
H -1.9355 -3.0168 0.6688
O 0.1654 5.4889 1.3170
O -1.0226 4.3171 -2.9428
H -1.4225 -2.2138 1.9510
H -1.7489 1.6398 3.1178
H 0.3480 -4.6232 -4.9971
H -2.3519 -4.8447 -3.6936
O 0.0767 -2.6818 -4.1413
O -1.2970 -4.3545 -0.3175
H -0.5052 -3.2286 4.2805
O 1.0959 -0.8311 3.5107
H 0.8837 0.1097 3.7528
H -0.5572 1.7363 0.9337
H 2.6187 -0.8642 0.0327
O 0.1080 2.4025 0.6273
```

Results
energy relative to the best compared isomer or geometry (same formula, charge and spin)	1.000	eV
LUMO energy	-0.039	eV
highest occupied orbital energy	-10.93	eV
HOMO-LUMO gap	10.891	eV
total energy	-39521.8987	eV


(3)
Here is 19 unconnected molecules or ions with the total composition H38O19 in a non-equilibrium geometry from the OMol25 dataset. Energies are from ωB97M-V with the def2-TZVPD basis set.

Structure (XYZ):
```
57
Properties=species:S:1:pos:R:3
H 3.3055 -2.6119 0.1506
H 1.3092 2.0183 -0.9872
O -2.2788 0.7816 4.2947
H 2.3634 -2.0251 1.3276
H -1.7911 2.6325 -2.4112
H -1.3560 3.4008 0.4527
O 1.5000 4.8385 0.9659
H -0.4566 -1.8860 -2.3623
O -2.8193 -2.4639 -2.5984
H -3.6802 -0.6246 0.4711
H 0.6852 -3.8084 1.7074
H 3.6966 1.9427 -0.8571
H 1.1463 -1.1965 -4.5555
O -2.1646 3.7011 -0.0400
H -1.9688 -0.1543 4.4304
H 2.0888 1.6799 0.9578
O -0.3951 -1.3197 -1.6221
H -2.7852 3.0083 0.2163
H 1.2829 4.5194 1.8389
H -3.0943 -1.5045 -2.3900
H 0.6393 3.4872 -2.8587
H 2.0880 3.7539 -2.4551
O -4.2434 -0.5443 1.2684
H 2.6661 -0.3582 -0.6619
O 3.9631 1.8227 0.0858
O 1.6234 -0.7892 3.4946
H -1.2891 -3.6578 -1.3230
H -1.1183 -3.0468 3.9752
O 0.4001 1.8420 -0.5607
H 3.0302 0.6333 1.3655
H -4.4420 -1.4779 1.4902
O 1.4256 -1.5758 -3.7286
H -3.2084 0.5089 3.9824
H 3.6177 -0.2261 -1.9332
H -0.0157 -3.7828 0.2310
O 1.5940 3.1298 -3.0596
H 2.1623 4.2569 0.6008
H -3.2145 -2.8827 -1.8674
O -1.4043 -2.4143 3.3191
O -3.1176 -0.2908 -1.0810
H 1.4404 -0.8542 -3.1021
H 0.3819 0.9330 -0.3138
O -1.7356 1.9259 -1.7669
H -1.6645 -5.0496 -0.6106
O 2.9085 -1.7607 0.5546
H 2.5568 -0.7767 3.5953
O 2.3211 1.1530 1.7239
H 1.2795 -0.4586 2.6639
H -3.3645 0.6516 -0.9616
H 4.5495 1.1060 0.2910
O 0.7771 -3.7617 0.7384
H -2.0800 -2.3518 2.6880
O 2.9849 0.2505 -1.3453
O -1.5270 -4.0934 -0.5261
H -2.1768 -0.1391 -1.2817
H -1.3002 2.0267 -0.8342
H 0.5469 -1.0159 -1.3593
```

Results
energy relative to the best compared isomer or geometry (same formula, charge and spin)	6.428	eV
LUMO energy	-0.304	eV
highest occupied orbital energy	-10.47	eV
HOMO-LUMO gap	10.169	eV
total energy	-39516.4709	eV


> Which formula does entry 3 have?

H38O19